{
  "formula": "C49H49BaN7O2S",
  "method": "ωB97M-V/def2-TZVPD",
  "symbols": ["Ba", "C", "C", "C", "C", "C", "N", "C", "C", "C", "C", "C", "C", "C", "N", "C", "C", "C", "N", "C", "C", "N", "C", "C", "C", "N", "H", "H", "H", "H", "H", "H", "H", "H", "H", "H", "H", "H", "H", "H", "H", "H", "H", "H", "C", "N", "N", "C", "O", "C", "C", "C", "C", "C", "C", "C", "C", "C", "H", "H", "H", "H", "H", "H", "H", "H", "H", "H", "H", "H", "C", "C", "C", "C", "C", "C", "H", "H", "H", "H", "H", "H", "H", "H", "H", "O", "S", "C", "C", "C", "C", "C", "C", "C", "C", "C", "C", "C", "C", "H", "H", "H", "H", "H", "H", "H", "H", "H", "H"],
  "coordinates": [[-0.545, -0.838, -0.327], [-1.370, 5.374, 3.019], [-1.764, 4.158, 2.226], [-2.352, 4.249, 0.961], [-2.693, 3.122, 0.239], [-2.459, 1.818, 0.711], [-2.678, 0.692, -0.072], [-3.911, 0.503, -0.645], [-5.122, 1.032, -0.148], [-6.348, 0.680, -0.682], [-6.474, -0.209, -1.751], [-7.816, -0.626, -2.286], [-5.294, -0.695, -2.291], [-4.063, -0.340, -1.768], [-2.888, -0.823, -2.481], [-1.980, -0.053, -3.131], [-1.121, -0.898, -3.793], [-1.610, -2.186, -3.495], [-2.672, -2.145, -2.702], [-1.897, 1.747, 2.005], [-1.550, 2.887, 2.722], [-1.758, 0.494, 2.728], [-2.222, 0.254, 3.969], [-1.880, -1.032, 4.314], [-1.208, -1.521, 3.186], [-1.123, -0.597, 2.236], [-1.883, 6.267, 2.658], [-0.298, 5.569, 2.958], [-1.617, 5.258, 4.076], [-2.533, 5.229, 0.530], [-3.131, 3.227, -0.747], [-5.081, 1.706, 0.699], [-7.247, 1.104, -0.244], [-8.554, 0.171, -2.171], [-8.209, -1.506, -1.771], [-7.761, -0.871, -3.348], [-5.313, -1.359, -3.149], [-2.029, 1.021, -3.061], [-0.279, -0.622, -4.404], [-1.239, -3.144, -3.826], [-1.099, 2.760, 3.702], [-2.776, 1.016, 4.492], [-2.105, -1.549, 5.231], [-0.786, -2.500, 3.011], [3.752, 4.667, 0.900], [2.473, 4.055, 1.294], [1.686, 3.684, 0.189], [1.193, 2.392, 0.365], [0.387, 1.868, -0.389], [1.804, 1.912, 1.593], [2.561, 2.906, 2.081], [3.471, 2.900, 3.259], [1.052, 4.685, -0.588], [0.938, 5.981, -0.105], [0.296, 6.945, -0.873], [-0.234, 6.622, -2.112], [-0.103, 5.323, -2.587], [0.544, 4.352, -1.842], [3.559, 5.392, 0.115], [4.465, 3.923, 0.534], [4.169, 5.195, 1.755], [1.660, 0.927, 2.007], [3.303, 2.001, 3.849], [3.312, 3.772, 3.894], [4.516, 2.903, 2.941], [1.328, 6.226, 0.871], [0.205, 7.953, -0.487], [-0.738, 7.375, -2.704], [-0.505, 5.057, -3.558], [0.645, 3.343, -2.211], [5.532, -1.523, -0.794], [4.620, -0.856, 0.246], [4.983, 0.631, 0.351], [4.836, -1.528, 1.609], [3.212, -1.012, -0.172], [2.033, -1.134, -0.517], [6.585, -1.419, -0.513], [5.388, -1.070, -1.776], [5.299, -2.586, -0.874], [6.027, 0.747, 0.659], [4.342, 1.132, 1.078], [4.843, 1.127, -0.611], [5.875, -1.414, 1.935], [4.603, -2.591, 1.546], [4.184, -1.088, 2.368], [-0.511, -3.251, -0.101], [0.297, -3.892, -1.242], [-0.578, -5.401, -1.578], [-1.650, -5.757, -0.779], [-2.331, -6.932, -1.078], [-1.943, -7.717, -2.154], [-0.873, -7.330, -2.954], [-0.188, -6.159, -2.673], [1.765, -4.503, -0.467], [2.879, -4.724, -1.257], [4.028, -5.219, -0.657], [4.047, -5.459, 0.710], [2.922, -5.206, 1.487], [1.763, -4.721, 0.899], [-1.949, -5.118, 0.039], [-3.175, -7.227, -0.469], [-2.483, -8.627, -2.381], [-0.579, -7.935, -3.802], [0.639, -5.845, -3.300], [2.863, -4.485, -2.313], [4.914, -5.392, -1.254], [4.951, -5.828, 1.178], [2.951, -5.376, 2.555], [0.881, -4.498, 1.482]],
  "lumo_energy_ev": 0.479,
  "homo_ev": -6.2,
  "total_charge": 0,
  "gap_ev": 6.661
}

{
  "formula": "C3H5N3",
  "method": "ωB97M-V/def2-TZVPD",
  "symbols": ["C", "N", "N", "C", "C", "N", "H", "H", "H", "H", "H"],
  "coordinates": [[-0.980, 1.515, 0.938], [-0.031, 0.578, 0.436], [-0.467, -0.576, -0.016], [0.323, -1.525, -0.640], [1.650, -1.692, -1.288], [2.581, -2.050, -1.914], [-1.118, 1.454, 2.013], [-0.563, 2.519, 0.584], [-1.888, 1.208, 0.463], [0.806, 1.012, 0.231], [-0.314, -2.445, -0.808]],
  "lumo_energy_ev": 0.184,
  "homo_ev": -8.9,
  "total_charge": 0,
  "gap_ev": 9.051,
  "smiles": "CN/N=C\\C#N"
}

{
  "formula": "C9H11BN2O2",
  "method": "ωB97M-V/def2-TZVPD",
  "symbols": ["B", "C", "C", "C", "C", "C", "C", "C", "C", "C", "N", "N", "O", "O", "H", "H", "H", "H", "H", "H", "H", "H", "H", "H", "H"],
  "coordinates": [[-0.314, -0.691, -0.018], [-1.503, 1.438, -0.342], [-0.267, 1.653, -0.658], [2.859, -0.649, 0.763], [-1.767, 0.159, 0.352], [0.751, 0.584, -0.360], [2.733, -0.599, -0.726], [1.767, 0.339, -1.458], [1.405, -1.054, -1.418], [-3.109, -0.460, -0.086], [2.180, 0.067, 1.601], [1.257, 0.881, 0.983], [-1.767, 0.396, 1.833], [-0.191, -1.879, 0.464], [-2.258, 2.220, -0.349], [0.034, 2.512, -1.314], [3.445, -1.500, 1.068], [3.650, -0.955, -1.228], [2.071, 0.981, -2.372], [-3.718, 0.476, -0.261], [-3.642, -1.096, 0.547], [-3.026, -1.043, -1.078], [0.456, 1.173, 1.666], [-1.642, -0.461, 2.198], [0.594, -2.491, 0.193]],
  "lumo_energy_ev": 0.018,
  "homo_ev": -8.4,
  "total_charge": 0,
  "gap_ev": 8.419
}

{
  "formula": "C23H30ClO9Re",
  "method": "ωB97M-V/def2-TZVPD",
  "symbols": ["C", "C", "C", "C", "H", "H", "C", "H", "H", "C", "H", "H", "C", "C", "C", "O", "O", "O", "O", "C", "H", "H", "H", "C", "H", "H", "H", "O", "H", "H", "C", "C", "H", "H", "H", "H", "H", "H", "Re", "C", "C", "C", "H", "C", "C", "H", "H", "H", "H", "C", "C", "C", "H", "C", "C", "H", "H", "H", "H", "O", "Cl", "O", "O", "O"],
  "coordinates": [[1.775, -2.987, -0.150], [2.295, -1.567, -0.516], [0.767, -2.819, 1.022], [1.140, -1.480, 1.656], [0.844, -3.675, 1.705], [-0.244, -2.789, 0.589], [1.605, -0.595, 0.448], [2.097, -1.334, -1.569], [3.383, -1.518, -0.324], [0.320, 0.062, -0.069], [2.314, 0.186, 0.784], [2.014, -1.658, 2.301], [0.067, -0.784, 2.428], [1.105, -3.726, -1.288], [2.857, -4.019, 0.189], [2.854, -4.594, 1.269], [0.758, -3.243, -2.354], [0.979, -5.035, -0.993], [3.794, -4.338, -0.734], [3.969, -3.732, -2.042], [3.764, -2.653, -2.059], [3.346, -4.255, -2.782], [5.025, -3.911, -2.263], [0.351, -5.793, -2.030], [-0.685, -5.458, -2.185], [0.377, -6.824, -1.680], [0.907, -5.687, -2.973], [-0.206, 0.802, 1.060], [-0.414, -0.705, -0.379], [0.493, 0.713, -0.952], [0.559, -0.019, 3.574], [-1.333, -1.233, 2.419], [-1.424, -2.327, 2.443], [-1.928, -0.875, 1.564], [-1.824, -0.830, 3.314], [-0.124, 0.798, 3.837], [1.559, 0.391, 3.388], [0.625, -0.695, 4.447], [-0.606, 2.812, 0.847], [0.043, 4.799, 0.694], [1.164, 3.958, 1.044], [1.370, 3.015, -0.024], [1.748, 4.034, 1.951], [0.366, 3.257, -1.026], [-0.456, 4.348, -0.584], [-1.267, 4.784, -1.154], [-0.369, 5.615, 1.272], [2.196, 2.311, -0.113], [0.277, 2.771, -1.990], [-4.003, 1.624, -0.706], [-3.802, 2.797, -1.485], [-2.709, 2.558, -2.367], [-4.386, 3.710, -1.426], [-2.244, 1.230, -2.148], [-3.037, 0.649, -1.106], [-2.942, -0.372, -0.739], [-4.786, 1.491, 0.044], [-2.318, 3.260, -3.105], [-1.451, 0.722, -2.701], [-2.535, 6.924, 1.295], [-3.748, 6.234, 0.747], [-4.822, 7.211, 0.414], [-3.356, 5.480, -0.482], [-2.085, 2.982, 1.751]],
  "lumo_energy_ev": [1.987, 0.870],
  "multiplicity": 4,
  "homo_ev": [-3.4, -5.0],
  "total_charge": -1,
  "gap_ev": [5.419, 5.903]
}

{
  "formula": "C5H8S2",
  "method": "ωB97M-V/def2-TZVPD",
  "symbols": ["S", "C", "C", "S", "C", "C", "C", "H", "H", "H", "H", "H", "H", "H", "H"],
  "coordinates": [[-2.458, 0.129, 0.001], [-0.736, 0.123, 0.383], [-0.336, -1.178, -0.290], [1.495, -1.260, -0.021], [1.542, 0.503, 0.476], [1.652, 1.852, -0.244], [0.262, 0.989, -0.265], [-2.401, 1.477, 0.129], [-0.407, 0.073, 1.461], [-0.622, -1.236, -1.459], [-1.020, -1.973, 0.230], [1.609, 0.468, 1.615], [1.452, 2.628, 0.442], [2.083, 2.295, -1.162], [0.411, 0.628, -1.295]],
  "lumo_energy_ev": 0.756,
  "homo_ev": -8.7,
  "total_charge": 0,
  "gap_ev": 9.453,
  "smiles": "S[C@H]1CS[C@H]2C[C@@H]21"
}

{
  "formula": "C5H8N2O2",
  "method": "ωB97M-V/def2-TZVPD",
  "symbols": ["C", "C", "O", "N", "C", "N", "C", "C", "O", "H", "H", "H", "H", "H", "H", "H", "H"],
  "coordinates": [[1.608, -1.006, -1.379], [1.119, 0.139, -0.853], [1.921, 1.201, -0.663], [-0.307, 0.371, -1.450], [-1.032, 0.408, -0.375], [-2.332, 0.804, -0.330], [-0.159, 0.312, 0.874], [-0.148, -1.022, 1.581], [0.073, 1.396, 1.472], [0.963, -1.846, -1.592], [2.663, -1.103, -1.610], [1.330, 1.879, -0.255], [-2.590, 1.325, 0.500], [-2.689, 1.178, -1.201], [-0.138, -1.848, 0.867], [-1.033, -1.107, 2.215], [0.751, -1.082, 2.199]],
  "lumo_energy_ev": [-0.548, -0.548],
  "homo_ev": [-8.8, -8.8],
  "total_charge": 0,
  "gap_ev": [8.248, 8.247],
  "smiles": "C=C(O)/N=C(/N)C(C)=O"
}